Below is a structure of composition C19H43GdO2P3S in a non-equilibrium geometry, with properties calculated with ωB97M-V/def2-TZVPD.

The expectation value of S² is 16.107. Its net charge is +3. As for the HOMO energy (spin up / spin down): -15.8 / -15.8 eV. The gap between HOMO and LUMO (spin up / spin down) is 6.4 / 3.2 eV. The spin multiplicity is 8. As for the lowest unoccupied orbital energy (spin up / spin down): -9.46 / -12.62 eV.

Element x y z (Å)
Gd 0.420 0.203 0.432
P 2.338 1.638 -1.003
P 0.496 2.806 2.017
P -1.606 1.841 -0.912
H -3.613 -7.797 -1.087
C -3.832 -7.364 -2.069
C -2.986 -7.509 -3.102
H -2.051 -8.070 -2.999
C 3.949 0.775 -0.875
C 2.845 3.389 -1.080
C 1.952 1.263 -2.756
C -0.850 2.780 3.287
C 1.932 3.043 3.154
C 0.301 4.523 1.383
C -2.216 0.839 -2.323
C -1.496 3.475 -1.743
C -3.145 1.970 0.093
H -4.791 -6.847 -2.185
H -3.223 -7.115 -4.095
H 3.785 -0.306 -0.761
H 4.516 1.137 -0.009
H 4.524 0.952 -1.794
H 3.179 3.725 -0.088
H 1.999 4.017 -1.395
H 3.670 3.511 -1.798
H 1.817 0.180 -2.883
H 2.788 1.602 -3.381
H 1.028 1.767 -3.067
H -0.728 3.624 3.986
H -0.785 1.828 3.833
H -1.831 2.841 2.791
H 1.783 3.951 3.756
H 2.852 3.147 2.564
H 2.029 2.176 3.822
H -0.472 5.054 1.957
H 0.006 4.501 0.325
H 1.250 5.071 1.478
H -2.843 1.469 -2.972
H -2.803 -0.017 -1.964
H -1.364 0.456 -2.902
H -2.164 3.493 -2.616
H -0.467 3.635 -2.096
H -1.774 4.293 -1.067
H -4.026 2.036 -0.561
H -3.107 2.851 0.748
H -3.223 1.068 0.718
C -0.834 -2.273 -1.165
C -1.653 -2.512 -0.016
C -2.712 -3.408 -0.081
C -2.872 -4.201 -1.226
C -2.001 -4.068 -2.309
C -0.973 -3.134 -2.281
O -0.009 -1.245 -1.206
H -0.873 0.062 1.833
H -1.457 -1.942 0.904
H -3.385 -3.497 0.773
H -3.658 -4.967 -1.244
H -2.122 -4.720 -3.177
H -0.274 -3.020 -3.106
C 2.341 -2.435 3.805
S 2.021 -0.809 3.123
C 3.679 -0.158 2.801
O 1.539 -1.254 1.701
H 2.508 -2.324 4.885
H 3.211 -2.884 3.323
H 1.453 -3.052 3.643
H 4.132 0.031 3.784
H 3.605 0.789 2.246
H 4.273 -0.883 2.228

Mulliken atomic charge list, values in e, 8 entries:
1 Gd -0.14
2 P 1.08
3 P 1.11
4 P 1.11
5 H 0.30
6 C -0.64
7 C -0.52
8 H 0.28

Below is a structure of composition C19H43HfOP3S2 in a non-equilibrium geometry, with properties calculated with ωB97M-V/def2-TZVPD.

Its net charge is +4. As for the HOMO energy: -19.0 eV. The gap between HOMO and LUMO is 4.9 eV. The spin multiplicity is 1. As for the lowest unoccupied orbital energy: -14.12 eV.

Element x y z (Å)
Hf 0.365 0.244 0.132
P 1.277 -1.728 1.554
P 1.380 -0.735 -2.238
P -1.637 -1.463 -0.507
H 1.063 3.061 1.875
C 0.186 2.452 2.146
C 0.285 1.116 2.571
H 1.219 0.688 3.024
C 2.727 -1.300 2.601
C 1.924 -3.307 0.899
C 0.136 -2.341 2.856
C 1.246 0.547 -3.544
C 3.196 -0.997 -2.281
C 0.918 -2.288 -3.092
C -2.901 -1.488 0.827
C -1.289 -3.263 -0.644
C -2.543 -1.160 -2.102
H -0.749 3.061 2.164
H -0.551 0.459 2.893
H 2.653 -0.280 2.993
H 3.652 -1.397 2.014
H 2.766 -1.983 3.458
H 2.823 -3.135 0.296
H 1.167 -3.797 0.285
H 2.177 -3.972 1.732
H -0.347 -1.506 3.376
H 0.715 -2.914 3.592
H -0.638 -2.970 2.410
H 1.653 0.154 -4.488
H 1.825 1.436 -3.258
H 0.198 0.846 -3.686
H 3.428 -1.505 -3.228
H 3.519 -1.644 -1.456
H 3.728 -0.039 -2.221
H 1.638 -2.435 -3.911
H -0.102 -2.214 -3.490
H 1.017 -3.130 -2.392
H -3.874 -1.748 0.389
H -2.964 -0.532 1.369
H -2.627 -2.278 1.539
H -2.203 -3.784 -0.998
H -1.006 -3.655 0.345
H -0.473 -3.450 -1.361
H -3.625 -1.275 -1.937
H -2.220 -1.906 -2.845
H -2.316 -0.155 -2.499
C -3.562 2.744 -0.330
C -4.141 3.112 -1.556
C -5.289 3.927 -1.597
C -5.893 4.423 -0.429
C -5.353 3.987 0.788
C -4.202 3.174 0.855
S -2.021 1.689 -0.152
H -1.322 2.048 -1.237
H -3.650 2.760 -2.479
H -5.699 4.197 -2.571
H -6.738 5.125 -0.479
H -5.832 4.318 1.712
H -3.778 2.892 1.827
C 3.607 2.493 1.583
S 3.752 1.553 0.070
C 4.881 0.250 0.713
O 2.232 0.927 0.027
H 4.417 3.226 1.548
H 3.667 1.828 2.447
H 2.657 3.018 1.601
H 4.735 -0.010 1.768
H 4.832 -0.671 0.102
H 5.885 0.702 0.623

Mulliken atomic charge list, values in e, 8 entries:
1 Hf 1.49
2 P 0.75
3 P 0.87
4 P 1.08
5 H -0.07
6 C -0.64
7 C -0.60
8 H 0.56

Below is a structure of composition C19H43N2O3P2Pb in a non-equilibrium geometry, with properties calculated with ωB97M-V/def2-TZVPD.

Its net charge is +3. As for the HOMO energy (spin up / spin down): -18.5 / -16.3 eV. The gap between HOMO and LUMO (spin up / spin down) is 7.3 / 5.8 eV. The spin multiplicity is 1. As for the lowest unoccupied orbital energy (spin up / spin down): -11.14 / -10.57 eV.

Element x y z (Å)
Pb 0.033 0.013 -0.021
P 0.017 2.443 1.279
P 0.529 -1.391 -2.337
N 1.290 1.587 -1.504
C 1.040 3.490 0.172
H 0.600 4.504 0.184
H 2.059 3.525 0.598
C 1.136 3.011 -1.301
H 0.253 3.398 -1.873
H 2.026 3.524 -1.742
C 1.369 1.294 -2.917
H 2.258 1.829 -3.334
H 0.483 1.718 -3.458
C 1.536 -0.200 -3.304
H 2.597 -0.481 -3.172
H 1.254 -0.320 -4.367
C -0.949 -1.838 -3.364
C -2.102 -2.354 -2.494
H -3.014 -2.369 -3.103
H -2.304 -1.734 -1.612
H -1.915 -3.381 -2.155
C 1.531 -2.891 -1.951
C 0.651 -3.929 -1.240
H 1.285 -4.709 -0.801
H -0.048 -4.415 -1.931
H 0.075 -3.482 -0.417
C 0.844 2.264 2.919
C -0.070 1.484 3.874
H 0.507 1.153 4.746
H -0.484 0.582 3.401
H -0.902 2.099 4.236
C -1.630 3.274 1.465
C -2.717 2.277 1.882
H -3.695 2.752 1.736
H -2.632 2.017 2.945
H -2.713 1.346 1.303
C -1.979 1.155 -1.513
O -2.884 1.569 -2.070
C 2.300 -3.468 -3.137
H 1.639 -3.888 -3.897
H 2.947 -2.722 -3.609
H 2.943 -4.280 -2.777
C 1.364 3.570 3.518
H 1.930 3.338 4.428
H 2.042 4.093 2.836
H 0.558 4.249 3.798
C -1.608 4.501 2.374
H -2.580 5.003 2.301
H -1.468 4.235 3.427
H -0.847 5.233 2.084
C -0.640 -2.791 -4.517
H -0.402 -3.802 -4.168
H -1.535 -2.878 -5.145
H 0.170 -2.434 -5.161
H -1.241 -0.863 -3.796
H -1.839 3.614 0.435
H 2.272 -2.516 -1.219
H 1.721 1.628 2.691
H 3.104 0.400 0.118
H 2.908 -0.079 0.681
N -0.150 -3.503 3.748
C -1.363 -3.000 3.016
C -0.830 -1.999 1.996
O -1.663 -1.374 1.256
O 0.426 -1.876 1.976
H 0.530 -3.884 3.075
H -0.394 -4.226 4.432
H 0.319 -2.728 4.237
H -1.882 -3.831 2.529
H -2.066 -2.532 3.715

Mulliken atomic charge list, values in e, 8 entries:
1 Pb 1.27
2 P 0.19
3 P 0.12
4 N 0.24
5 C -0.76
6 H 0.40
7 H 0.56
8 C -1.05

Below is a structure of composition C19H43N5O38S7 in a non-equilibrium geometry, with properties calculated with ωB97M-V/def2-TZVPD.

As for the HOMO energy: -10.7 eV. The gap between HOMO and LUMO is 10.8 eV. The spin multiplicity is 1. As for the lowest unoccupied orbital energy: 0.04 eV.

Element x y z (Å)
C 1.378 -5.221 -1.359
C 0.034 -5.648 -0.778
O 0.036 -5.428 0.632
S 1.682 -5.335 1.057
O 1.908 -6.314 2.046
O 1.899 -3.936 1.345
O 2.255 -5.741 -0.341
H 1.475 -4.157 -1.413
H 1.622 -5.729 -2.279
H -0.099 -6.732 -1.049
H -0.727 -5.023 -1.320
C -2.746 2.072 -3.925
C -2.283 2.028 -2.432
O -1.022 2.682 -2.416
S -0.383 2.762 -3.786
O 0.514 1.700 -4.022
O 0.100 4.082 -4.009
O -1.653 2.532 -4.714
H -3.570 2.747 -3.989
H -3.139 1.180 -4.429
H -2.176 1.066 -1.933
H -2.860 2.623 -1.729
C 1.396 4.173 -0.636
C 2.024 5.583 -0.892
O 2.937 5.839 0.220
S 3.391 4.433 0.727
O 3.422 4.586 2.132
O 4.448 3.945 -0.105
O 2.110 3.627 0.462
H 1.429 3.557 -1.532
H 0.357 4.214 -0.302
H 1.362 6.443 -0.755
H 2.639 5.647 -1.805
C 5.973 0.742 2.692
C 5.347 2.107 2.958
O 4.027 1.902 2.473
S 3.642 0.486 2.880
O 2.988 -0.259 1.829
O 2.894 0.557 4.123
O 5.062 -0.200 3.274
H 6.934 0.694 3.194
H 6.182 0.612 1.615
H 5.803 2.924 2.390
H 5.297 2.457 3.973
C 0.739 -1.740 -6.329
C 1.674 -1.235 -5.170
O 1.150 -1.733 -3.925
S 0.690 -3.213 -4.398
O -0.308 -3.719 -3.559
O 1.869 -4.091 -4.590
O 0.081 -2.845 -5.769
H 1.322 -2.066 -7.189
H 0.066 -0.983 -6.580
H 1.685 -0.144 -5.079
H 2.728 -1.530 -5.203
C -0.521 -0.376 1.095
C -0.038 0.770 0.214
O -0.189 0.294 -1.148
S -0.890 -1.111 -1.109
O 0.162 -2.092 -1.143
O -1.888 -1.103 -2.113
O -1.564 -1.049 0.350
H -0.902 -0.014 2.057
H 0.215 -1.150 1.227
H 0.974 1.016 0.305
H -0.692 1.695 0.347
C -1.741 4.558 2.454
C -3.064 3.962 2.954
O -4.030 4.258 1.984
S -3.316 4.819 0.680
O -4.189 5.741 0.023
O -2.778 3.723 -0.090
O -2.117 5.467 1.418
H -1.048 3.785 2.138
H -1.302 5.122 3.278
H -3.345 4.541 3.813
H -2.994 2.880 3.124
C -5.034 -0.662 2.010
N -4.363 0.512 1.382
O -4.703 0.810 0.256
O -3.505 1.039 1.960
H -6.094 -0.351 2.280
H -4.426 -0.982 2.891
H -5.123 -1.479 1.319
C 3.246 -1.855 -1.230
N 4.515 -1.079 -1.184
O 5.504 -1.755 -1.001
O 4.499 0.136 -1.215
H 2.638 -1.394 -2.042
H 2.705 -1.698 -0.294
H 3.507 -2.906 -1.481
C -1.694 -3.863 3.228
N -2.047 -2.615 3.849
O -3.019 -2.653 4.587
O -1.473 -1.615 3.593
H -2.188 -3.903 2.231
H -2.135 -4.679 3.868
H -0.661 -4.003 3.129
C -4.203 -3.030 -2.925
N -3.690 -3.916 -1.810
O -3.492 -3.397 -0.781
O -3.473 -5.093 -2.114
H -4.970 -2.309 -2.572
H -4.632 -3.695 -3.626
H -3.333 -2.534 -3.249
C 0.262 0.447 5.510
N -0.539 1.530 4.946
O -1.067 2.315 5.674
O -0.707 1.493 3.735
H -0.478 -0.353 5.725
H 0.833 0.714 6.422
H 0.991 0.104 4.787

Mulliken atomic charge list, values in e, 8 entries:
1 C 0.24
2 C 0.25
3 O -0.29
4 S 1.01
5 O -0.66
6 O -0.34
7 O -0.39
8 H -0.50

Below is a structure of composition C19H43O2OsP3S in a non-equilibrium geometry, with properties calculated with ωB97M-V/def2-TZVPD.

The expectation value of S² is 6.029. Its net charge is +4. As for the HOMO energy (spin up / spin down): -19.8 / -19.7 eV. The gap between HOMO and LUMO (spin up / spin down) is 7.3 / 4.7 eV. The spin multiplicity is 5. As for the lowest unoccupied orbital energy (spin up / spin down): -12.53 / -14.95 eV.

Element x y z (Å)
Os -1.077 -0.228 -0.015
P -2.944 -0.860 -1.114
P 0.573 -1.524 -0.868
P -0.582 1.675 -1.126
H -0.235 -0.020 2.556
C -0.579 0.702 1.811
C -2.019 0.785 1.581
H -2.651 0.135 2.191
C -3.866 -2.235 -0.333
C -2.620 -1.485 -2.807
C -4.252 0.420 -1.299
C 2.050 -1.259 0.159
C 0.176 -3.285 -0.635
C 1.162 -1.460 -2.586
C -1.422 3.194 -0.575
C -0.871 1.709 -2.933
C 1.189 2.138 -0.939
H 0.076 1.572 1.720
H -2.497 1.724 1.284
H -4.259 -1.906 0.640
H -3.184 -3.084 -0.182
H -4.705 -2.557 -0.977
H -1.970 -2.368 -2.749
H -2.136 -0.721 -3.432
H -3.573 -1.787 -3.269
H -4.573 0.761 -0.305
H -5.130 -0.002 -1.811
H -3.902 1.296 -1.864
H 2.882 -1.869 -0.219
H 1.834 -1.558 1.189
H 2.373 -0.210 0.166
H 0.958 -3.939 -1.046
H -0.775 -3.520 -1.125
H 0.045 -3.466 0.433
H 1.905 -2.256 -2.718
H 1.626 -0.495 -2.824
H 0.332 -1.635 -3.280
H -1.082 4.007 -1.234
H -1.165 3.419 0.467
H -2.510 3.082 -0.652
H -0.496 2.681 -3.287
H -1.946 1.625 -3.142
H -0.339 0.895 -3.444
H 1.276 3.167 -1.327
H 1.855 1.464 -1.498
H 1.481 2.109 0.122
C 5.297 2.280 0.056
C 6.558 2.415 0.683
C 6.711 3.380 1.682
C 5.649 4.234 2.020
C 4.453 4.183 1.289
C 4.301 3.246 0.269
O 4.923 1.167 -0.671
H 5.647 0.514 -0.672
H 7.396 1.759 0.435
H 7.661 3.469 2.213
H 5.743 4.946 2.846
H 3.644 4.876 1.513
H 3.393 3.233 -0.328
C -2.223 -4.777 2.810
S -1.649 -3.079 3.025
C -3.211 -2.308 3.445
O -1.269 -2.556 1.642
H -3.073 -4.819 2.118
H -2.516 -5.119 3.805
H -1.378 -5.379 2.450
H -2.967 -1.582 4.227
H -3.668 -1.813 2.582
H -3.855 -3.100 3.855

Mulliken atomic charge list, values in e, 8 entries:
1 Os 0.99
2 P 0.47
3 P 0.89
4 P 0.34
5 H 0.41
6 C -0.90
7 C -0.55
8 H 0.26

Below is a structure of composition C19H43OP3RuS2 in a non-equilibrium geometry, with properties calculated with ωB97M-V/def2-TZVPD.

The expectation value of S² is 8.781. Its net charge is +3. As for the HOMO energy (spin up / spin down): -13.3 / -16.8 eV. The gap between HOMO and LUMO (spin up / spin down) is 6.0 / 5.3 eV. The spin multiplicity is 6. As for the lowest unoccupied orbital energy (spin up / spin down): -7.35 / -11.45 eV.

Element x y z (Å)
Ru 0.000 0.000 0.000
P 0.035 -2.150 -0.830
P -0.116 -0.839 2.164
P 0.681 0.820 -2.056
H 2.335 0.416 1.591
C 1.883 0.852 0.698
C 0.802 1.813 0.867
H 0.469 2.054 1.873
C 1.642 -3.088 -0.889
C -1.002 -3.483 -0.050
C -0.516 -2.517 -2.569
C 0.165 0.322 3.577
C -1.608 -1.690 2.868
C 1.178 -2.087 2.605
C 1.265 2.574 -2.158
C -0.427 0.855 -3.541
C 2.172 0.022 -2.806
H 2.650 1.057 -0.051
H 0.782 2.695 0.234
H 1.519 -4.097 -1.301
H 2.058 -3.158 0.119
H 2.359 -2.534 -1.500
H -0.889 -4.430 -0.589
H -2.053 -3.181 -0.077
H -0.719 -3.643 0.993
H -0.473 -3.595 -2.768
H 0.119 -2.009 -3.298
H -1.544 -2.171 -2.706
H 0.127 -0.233 4.520
H -0.609 1.095 3.584
H 1.140 0.808 3.489
H -1.325 -2.295 3.737
H -2.086 -2.330 2.126
H -2.329 -0.936 3.190
H 1.175 -2.297 3.681
H 2.157 -1.699 2.310
H 1.005 -3.021 2.066
H 1.601 2.787 -3.179
H 2.095 2.740 -1.468
H 0.454 3.259 -1.897
H 0.128 1.187 -4.426
H -1.251 1.551 -3.365
H -0.849 -0.132 -3.734
H 2.505 0.563 -3.700
H 1.955 -1.012 -3.082
H 2.974 0.016 -2.063
C 6.356 3.090 -2.825
C 7.594 2.468 -3.032
C 8.740 2.978 -2.426
C 8.670 4.109 -1.612
C 7.436 4.728 -1.407
C 6.283 4.226 -2.007
S 4.854 2.502 -3.560
H 5.402 1.461 -4.212
H 7.662 1.587 -3.664
H 9.694 2.486 -2.595
H 9.566 4.503 -1.142
H 7.366 5.609 -0.775
H 5.327 4.715 -1.842
C -4.263 0.666 -0.991
S -2.674 1.447 -0.547
C -3.085 1.632 1.220
O -1.983 0.092 -0.331
H -5.079 1.412 -0.895
H -4.488 -0.207 -0.343
H -4.217 0.329 -2.047
H -3.444 0.679 1.662
H -2.182 1.968 1.769
H -3.872 2.405 1.335

Mulliken atomic charge list, values in e, 8 entries:
1 Ru 0.13
2 P 0.81
3 P 1.34
4 P 1.48
5 H 0.36
6 C -1.02
7 C -0.38
8 H 0.41